1.
{
  "formula": "C33H53BCrF10N4OPS2Si",
  "method": "wB97M-V/def2-TZVPD",
  "s_squared": 8.81,
  "max_force_ev_per_a": 0.84,
  "e_homo_ev": [-1.67, -2.74],
  "charge": -2,
  "gap_ev": [5.869, 6.703],
  "total_energy_ha": -5079.37331,
  "multiplicity": 6,
  "elements": ["Cr", "S", "S", "P", "Si", "F", "F", "F", "F", "F", "F", "F", "F", "F", "F", "O", "N", "N", "N", "N", "C", "C", "C", "C", "C", "C", "C", "C", "C", "C", "C", "C", "C", "C", "C", "C", "C", "C", "C", "C", "C", "C", "C", "C", "C", "C", "C", "C", "C", "C", "C", "C", "C", "B", "H", "H", "H", "H", "H", "H", "H", "H", "H", "H", "H", "H", "H", "H", "H", "H", "H", "H", "H", "H", "H", "H", "H", "H", "H", "H", "H", "H", "H", "H", "H", "H", "H", "H", "H", "H", "H", "H", "H", "H", "H", "H", "H", "H", "H", "H", "H", "H", "H", "H", "H", "H", "H"],
  "positions_angstrom": [[0.295, 0.457, 0.235], [4.472, 2.694, -0.071], [1.185, -2.175, -0.220], [1.102, -0.024, 3.502], [-0.371, -0.285, -3.152], [2.011, 1.178, 4.066], [-2.401, -2.837, -0.279], [1.644, -1.038, 4.636], [-0.110, 0.451, 4.453], [-3.141, -1.933, 1.694], [-3.706, -0.919, -0.305], [0.167, -1.165, 2.871], [2.297, -0.457, 2.509], [-1.531, -0.824, 0.457], [0.519, 1.031, 2.314], [0.025, 0.192, -1.696], [0.828, 4.022, 0.845], [-0.279, -3.931, 0.999], [-1.843, 2.241, 0.557], [1.741, -3.413, 2.084], [-2.619, 2.452, 1.786], [-2.079, 2.860, -0.625], [2.339, 6.314, 1.144], [0.879, -3.276, 1.002], [-1.464, 0.943, -4.097], [-0.903, -6.067, -1.211], [-3.407, 4.012, -2.324], [2.940, 5.107, 0.863], [2.134, 1.463, -0.084], [-0.177, -6.419, 1.241], [3.150, 0.609, -0.662], [-4.748, 4.426, -2.880], [0.258, 5.195, 1.105], [-0.991, 3.981, -2.505], [-2.229, 4.431, -2.953], [2.531, -4.623, 2.310], [0.953, 6.380, 1.254], [-0.969, -6.949, 0.041], [-3.910, 3.288, 1.707], [-3.334, 3.254, -1.174], [1.164, -0.488, -4.252], [0.295, 4.371, -3.189], [-0.934, 3.149, -1.404], [-0.661, -5.071, 1.799], [2.150, 3.950, 0.681], [-1.306, -1.917, -3.257], [4.852, -4.361, 1.224], [4.841, -2.838, 1.056], [-2.984, 1.082, 2.361], [4.409, 1.110, -0.696], [3.463, -5.002, 1.149], [2.725, 2.667, 0.251], [-1.668, 3.188, 2.772], [-2.717, -1.620, 0.391], [-3.753, 4.218, 1.155], [-3.631, 0.538, 1.673], [-0.643, 3.134, 2.421], [2.320, -2.583, 2.099], [5.475, -4.802, 0.439], [4.380, -2.338, 1.911], [-0.225, -7.158, 2.048], [-1.841, 0.501, -5.028], [-1.525, -5.177, -1.122], [-4.207, 3.541, 2.727], [-2.232, -1.852, -2.677], [-2.286, 5.062, -3.836], [-2.015, -7.088, 0.336], [-0.283, -4.927, 2.814], [4.276, -2.548, 0.168], [-0.927, -3.610, 0.282], [5.315, 0.637, -1.051], [1.869, -1.215, -3.833], [1.860, -5.453, 2.524], [0.951, 3.501, -3.275], [4.015, 5.050, 0.769], [-0.919, 1.858, -4.352], [0.885, -0.823, -5.260], [-2.326, 1.233, -3.484], [-2.097, 0.479, 2.538], [0.825, 5.122, -2.596], [3.578, -6.091, 1.129], [0.441, 7.312, 1.453], [-0.572, -7.940, -0.202], [0.012, 2.750, -1.065], [-5.527, 3.713, -2.604], [5.315, -4.623, 2.183], [-5.041, 5.407, -2.493], [-1.250, -6.621, -2.087], [2.981, -4.698, 0.214], [0.121, -5.735, -1.403], [2.933, -0.367, -1.067], [-1.718, 2.733, 3.762], [-4.718, 4.495, -3.969], [-1.943, 4.245, 2.850], [-4.730, 2.732, 1.249], [-4.250, 2.880, -0.742], [1.692, 0.468, -4.348], [0.114, 4.781, -4.184], [-0.720, -2.742, -2.837], [3.116, -4.446, 3.216], [-1.566, -2.167, -4.293], [5.859, -2.452, 0.963], [-1.752, -5.078, 1.850], [2.943, 7.205, 1.268], [0.871, -6.319, 0.943], [-0.827, 5.175, 1.193], [-3.509, 1.218, 3.310]]
}

=====

2.
{
  "formula": "C4H6O2",
  "method": "wB97M-V/def2-TZVPD",
  "smiles": "O=C1CC(O)C1",
  "max_force_ev_per_a": 0.64,
  "e_homo_ev": -9.67,
  "gap_ev": 10.443,
  "total_energy_ha": -306.45847,
  "elements": ["O", "O", "C", "C", "C", "C", "H", "H", "H", "H", "H", "H"],
  "positions_angstrom": [[0.191, 1.544, -0.988], [0.688, -0.898, 2.248], [-0.176, 0.201, -0.773], [0.343, -0.602, 1.137], [1.047, -0.564, -0.219], [-0.953, -0.040, 0.551], [-1.344, 0.849, 1.058], [1.977, 0.011, -0.240], [-0.603, 2.089, -0.939], [-1.746, -0.793, 0.482], [-0.638, -0.243, -1.665], [1.214, -1.555, -0.651]]
}

=====

3.
{
  "formula": "C3H9NO3",
  "method": "wB97M-V/def2-TZVPD",
  "max_force_ev_per_a": 3.62,
  "e_homo_ev": -7.96,
  "gap_ev": 8.683,
  "total_energy_ha": -400.06237,
  "elements": ["O", "O", "O", "N", "C", "C", "C", "H", "H", "H", "H", "H", "H", "H", "H", "H"],
  "positions_angstrom": [[1.024, -0.865, -1.452], [-0.268, 0.209, 2.151], [-0.574, -2.117, -0.453], [-1.008, 0.093, -0.829], [-0.056, -0.870, -0.611], [-0.566, 1.456, -0.653], [0.708, -0.224, 1.209], [1.715, 0.177, 1.391], [-1.432, 2.108, -0.583], [1.305, 0.047, -1.601], [-0.188, 1.165, 2.232], [0.029, -2.755, -0.852], [0.065, 1.774, -1.485], [-1.835, -0.122, -0.283], [0.856, -1.276, 1.472], [0.223, 1.200, 0.345]]
}

=====

4.
{
  "formula": "C24H39N12OSW",
  "method": "wB97M-V/def2-TZVPD",
  "max_force_ev_per_a": 1.00,
  "e_homo_ev": [-15.38, -15.36],
  "charge": 3,
  "gap_ev": [6.907, 6.886],
  "total_energy_ha": -2134.63340,
  "elements": ["W", "S", "O", "N", "N", "N", "N", "N", "N", "N", "N", "N", "N", "N", "N", "C", "C", "C", "C", "C", "C", "C", "C", "C", "C", "C", "C", "C", "C", "C", "C", "C", "C", "C", "C", "C", "C", "C", "C", "H", "H", "H", "H", "H", "H", "H", "H", "H", "H", "H", "H", "H", "H", "H", "H", "H", "H", "H", "H", "H", "H", "H", "H", "H", "H", "H", "H", "H", "H", "H", "H", "H", "H", "H", "H", "H", "H", "H"],
  "positions_angstrom": [[0.744, -0.032, -0.297], [2.848, -0.303, -1.157], [-1.550, 6.197, -3.053], [0.333, -1.037, -3.910], [1.254, -1.983, 4.348], [-0.142, 1.719, -0.950], [1.906, 0.034, 1.276], [-1.105, -2.654, -3.436], [0.288, -1.525, 1.222], [1.125, 0.201, 4.150], [5.164, 0.336, 0.063], [-1.283, 0.107, 1.274], [-0.073, -1.512, -1.579], [3.282, 0.231, 1.408], [-1.171, 3.803, -1.712], [1.014, -1.539, 5.733], [-1.833, -1.872, 2.511], [0.138, -1.719, -5.195], [-1.696, 4.996, -3.774], [-0.505, 6.118, -2.111], [-0.847, 5.098, -1.037], [-1.083, -2.572, -4.912], [1.485, -1.128, 2.033], [1.264, -0.948, 3.526], [1.317, 0.032, -3.826], [-0.271, -1.719, -2.919], [-2.454, 0.646, 1.619], [-1.002, -1.112, 1.720], [-0.491, -2.702, -0.753], [3.855, 0.147, 0.255], [-0.642, 2.710, -1.324], [-3.049, -1.300, 2.873], [0.331, -2.831, 0.519], [1.333, -3.402, 4.044], [-3.362, -0.023, 2.425], [1.238, 1.567, 3.628], [1.134, -0.018, 5.612], [-2.371, -3.132, -2.872], [-2.139, 3.878, -2.843], [0.440, 5.853, -2.601], [-1.564, -2.871, 2.826], [-0.757, 4.727, -4.273], [-2.662, 1.640, 1.244], [-1.547, -2.656, -0.480], [-2.169, 2.913, -3.346], [2.070, 0.365, 6.021], [5.577, 0.267, -0.850], [-4.299, 0.445, 2.689], [5.753, 0.579, 0.843], [-2.825, -2.387, -2.220], [-3.052, -3.292, -3.704], [0.566, 1.713, 2.789], [0.306, 0.514, 6.074], [-3.119, 4.102, -2.419], [1.086, 0.682, -2.987], [-1.996, -2.083, -5.257], [2.261, 1.780, 3.325], [-0.398, 7.101, -1.658], [-3.749, -1.847, 3.492], [-2.459, 5.161, -4.532], [0.950, 2.237, 4.434], [1.022, -2.315, -5.428], [0.022, -1.864, 6.053], [2.088, -3.863, 4.680], [2.238, -1.914, 1.929], [2.336, -0.334, -3.738], [-0.071, -3.645, 1.127], [-0.019, 4.935, -0.349], [0.375, -3.887, 4.241], [1.618, -3.567, 3.008], [1.377, -3.037, 0.289], [1.755, -1.976, 6.398], [-1.735, 5.407, -0.485], [1.233, 0.631, -4.733], [-0.330, -3.629, -1.303], [-0.016, -0.995, -5.991], [-1.030, -3.567, -5.346], [-2.265, -4.077, -2.344]]
}